# 1
Formula: C4H5NO
Source: the OMol25 dataset
Level of theory: ωB97M-V/def2-TZVPD

The relative energy (zero: lowest compared OMol25 entry of this formula, charge and spin) is 94.8 kcal/mol. Its structure (SMILES) is Cc1ccon1.

```
11
Properties=species:S:1:pos:R:3:forces:R:3:mulliken_charge:R:1
N 0.24876 -1.30330 0.20081 -0.46 0.23 0.28 -0.360
C 0.70819 0.94810 -0.10327 0.56 -0.47 -0.70 -0.638
H -2.20181 0.36027 -0.77744 -0.01 0.02 0.05 0.253
H 1.33441 0.96985 -1.13309 -1.47 1.36 0.27 0.181
C -0.29413 -0.13264 0.05040 0.04 -0.38 -0.39 0.665
H -2.22559 -1.02717 0.33631 0.19 0.20 -0.08 0.305
C -1.79224 -0.03794 0.15321 0.07 0.03 -0.17 -0.924
H 2.85993 0.53651 0.12583 0.16 -0.29 -0.41 0.495
H -2.11083 0.63037 0.96291 0.28 -0.09 -0.18 0.261
O 1.63035 -1.12520 0.14431 0.36 -0.03 0.66 -0.161
C 1.84297 0.18114 0.04002 0.28 -0.56 0.69 -0.078
```
Forces are in eV/Å.

---

# 2
Formula: C28H33N7O6PPd
Source: the OMol25 dataset
Level of theory: ωB97M-V/def2-TZVPD

The relative energy (zero: lowest compared OMol25 entry of this formula, charge and spin) is 13.3 kcal/mol. Its charge is +1. As for the spin multiplicity: 5.

```
76
Properties=species:S:1:pos:R:3:forces:R:3:mulliken_spin:R:1
H 5.93099 -1.20100 -5.38350 0.00 0.00 0.00 0.000
N -1.37377 -3.11749 -2.00793 0.01 -0.01 0.01 0.040
H 0.34323 -4.79080 5.75155 0.00 0.00 0.00 0.000
H -5.08167 2.32986 -1.73836 0.00 0.00 -0.01 -0.001
H -3.07079 4.31025 3.59185 0.01 0.01 -0.01 0.000
H 3.06341 -1.82591 -0.30759 -0.02 -0.01 0.00 0.016
H -1.30245 4.30184 3.69726 0.01 -0.01 0.01 0.000
C -3.78774 0.76992 -1.01127 -0.01 0.02 -0.01 -0.007
C -2.31534 4.09444 -1.27066 0.00 -0.01 -0.01 0.013
C -2.19928 3.68901 3.79344 0.00 0.00 0.01 -0.001
H -5.87016 1.17336 -0.65653 0.00 0.01 0.01 0.000
H -0.96310 -2.90413 -2.90180 0.00 0.00 0.00 -0.002
H -3.85416 -0.26178 -0.66512 0.00 -0.01 -0.02 0.009
C 0.72591 -5.65063 3.82315 0.01 0.00 -0.01 -0.002
C 5.26479 -1.22670 -4.53159 0.00 0.00 0.00 0.000
C 0.56910 -3.07228 2.86868 0.00 -0.01 0.00 0.010
H -1.31575 1.83972 3.09326 0.01 0.02 -0.02 0.000
N 1.30074 2.33954 0.41844 -0.11 0.05 -0.16 0.015
H -1.71790 -4.04793 -1.83777 0.00 0.00 0.00 -0.004
C -2.52711 4.11022 -2.76327 0.00 0.01 0.00 -0.002
O -1.48413 2.94717 -0.93170 0.00 0.02 0.02 0.037
H 1.68963 -1.86115 -1.37950 0.00 0.02 -0.03 0.006
H -2.25733 3.33514 4.82277 -0.02 0.00 0.00 0.000
N -2.71438 -0.78289 1.96193 -0.05 -0.08 0.03 0.227
C -5.13745 1.27858 -1.45533 0.00 0.00 -0.01 0.001
O -1.96366 3.02042 1.50445 0.05 -0.03 0.03 0.028
C -2.35510 -3.88271 0.46640 0.05 0.02 0.15 -0.042
C 2.31803 4.38755 0.37584 0.06 0.02 -0.01 0.174
C -2.09019 -2.52994 0.19712 -0.01 -0.05 -0.04 0.351
H 1.07628 -6.22041 1.78577 0.00 0.00 0.00 0.000
H 0.78538 -6.66273 4.19942 -0.01 0.00 0.00 0.000
C 5.74813 -1.58139 -3.28189 0.00 0.00 0.00 0.000
P -1.81995 2.00109 0.29528 -0.10 -0.01 0.12 0.179
C 2.60928 -1.31435 -1.16215 -0.01 -0.01 -0.01 -0.016
H 2.46813 5.43215 0.59385 0.00 0.00 -0.01 0.000
H -5.48184 0.70937 -2.31936 -0.01 -0.01 0.01 0.001
C 3.54469 -1.30500 -2.34070 0.01 -0.03 0.02 0.002
O 0.49118 0.40388 2.61738 -0.07 0.04 0.00 0.197
H 2.01789 -0.70197 -3.72436 0.00 0.00 0.00 0.000
C 0.81184 -4.10746 1.98104 0.00 0.02 0.00 -0.007
H -3.08549 5.00277 -3.04671 0.00 0.00 0.00 0.001
C 1.19646 3.58345 0.83167 -0.01 -0.05 0.04 0.212
H 4.03373 3.77943 -0.85342 0.00 0.00 0.01 -0.002
H 5.26951 -1.89774 -1.21388 0.00 0.00 0.00 0.001
H 0.19338 -2.47582 4.89516 0.00 0.00 0.00 -0.001
C 0.88938 -5.40313 2.46902 0.00 -0.01 0.01 0.000
C 3.10655 3.55664 -0.35134 -0.03 -0.01 0.01 -0.021
C -1.46104 -2.13005 -1.10023 0.10 -0.01 -0.07 0.073
O 0.26611 -1.60723 1.04137 0.04 0.03 0.09 0.093
H 0.35531 3.91072 1.42619 -0.01 0.00 -0.01 0.097
H -3.05239 0.81708 -1.81709 0.00 0.01 0.00 -0.005
C -2.43194 -1.56905 1.16602 -0.04 0.04 -0.03 -0.007
C 3.92126 -0.90963 -4.69016 -0.01 0.00 0.00 -0.001
H -3.25817 4.02915 -0.72727 0.00 0.00 0.00 -0.001
H -3.09202 3.23579 -3.08750 0.01 -0.01 0.00 0.000
H 0.93792 -3.89381 0.92969 0.01 0.00 0.00 -0.001
C 0.48036 -4.59890 4.69616 0.00 0.01 0.00 0.000
H -1.78085 4.97981 -0.92811 0.00 0.00 0.00 0.002
N 2.19432 -0.00590 -0.67244 -0.13 0.00 0.07 0.270
N 0.47854 -1.73561 2.33807 -0.07 -0.06 -0.03 0.000
H -1.57215 4.12084 -3.28749 0.00 0.00 0.00 0.000
H 3.54106 -0.63627 -5.66567 0.00 0.00 0.00 0.000
C 3.06687 -0.94986 -3.60021 0.00 0.00 -0.01 0.004
C 2.46255 2.27579 -0.31620 0.04 0.02 0.05 0.265
C 4.88994 -1.61764 -2.18996 0.00 0.02 0.00 0.002
H 6.79282 -1.83209 -3.15448 0.00 0.00 0.00 0.000
H -3.07209 1.93105 2.88260 0.00 0.01 0.01 -0.003
C 0.39562 -3.29901 4.22640 -0.01 -0.01 0.00 0.000
N 0.60357 -0.75850 3.12882 -0.01 0.03 0.05 0.021
Pd -0.00007 0.53466 0.53132 0.48 0.09 -0.18 1.292
N -2.52572 -5.00727 0.66912 -0.04 -0.01 -0.09 0.263
H 3.82791 1.02458 -1.46435 -0.01 -0.02 0.00 0.016
C -2.14710 2.50670 2.86159 -0.07 0.00 0.00 -0.012
O -3.34483 1.57526 0.10355 0.03 -0.05 0.03 0.051
O -1.05882 -0.99434 -1.31400 -0.15 0.03 0.05 0.072
C 2.90407 1.03336 -0.88478 0.02 -0.02 -0.06 0.094
```
Forces are in eV/Å.